# 1
{"formula": "C22H37BrGaO3SSi", "method": "ωB97M-V/def2-TZVPD", "de_lowest_kcal_mol": 0.0, "multiplicity": 1, "charge": -1, "gap_ev": 6.24, "elements": ["C", "C", "C", "H", "C", "C", "H", "H", "H", "H", "Ga", "Br", "C", "C", "C", "H", "C", "C", "H", "H", "H", "H", "C", "C", "C", "C", "O", "Si", "S", "O", "C", "C", "C", "C", "O", "C", "C", "C", "C", "H", "H", "H", "H", "H", "H", "H", "H", "H", "H", "H", "H", "H", "H", "H", "H", "H", "H", "H", "H", "H", "H", "H", "H", "H", "H", "H"], "coordinates": [[5.1898, 0.3913, 0.0500], [4.3800, 1.0106, 1.0298], [3.4137, 0.0358, 1.4866], [4.5022, 2.0198, 1.4354], [3.6712, -1.1995, 0.7724], [4.7564, -0.9534, -0.1167], [5.1689, -1.6909, -0.7970], [6.0390, 0.8645, -0.4388], [2.7229, 0.1454, 2.3363], [3.1782, -2.1544, 0.9765], [2.2094, 0.5533, -0.3824], [1.5709, 2.5172, 0.4760], [1.9053, 0.9816, -2.7714], [2.8654, -0.0491, -3.0453], [4.1655, 0.4894, -2.8035], [2.6468, -1.0644, -3.3735], [4.0212, 1.8573, -2.4219], [2.6358, 2.1856, -2.4083], [2.1949, 3.1694, -2.2606], [0.8225, 0.9304, -2.9260], [5.0842, -0.0496, -2.9416], [4.8177, 2.5502, -2.1749], [-0.0901, 1.0959, 3.6674], [-0.6727, -0.0692, 2.8862], [0.0022, -1.3793, 3.2696], [-2.1752, -0.1558, 3.1264], [-0.3626, 0.3022, 1.4820], [-0.6044, -0.3171, -0.0155], [1.1144, -1.3433, -0.7638], [-1.9205, -1.2727, 0.1001], [-2.4219, -2.5657, -0.4124], [-1.3490, -3.3978, -1.1044], [-2.9464, -3.3026, 0.8092], [-3.5545, -2.2835, -1.3908], [-0.9377, 0.9216, -1.0402], [-2.0264, 1.9655, -1.1443], [-1.6459, 2.6246, -2.4538], [-3.4175, 1.3509, -1.2279], [-2.0100, 2.9883, -0.0138], [-0.2357, 1.0003, 4.7493], [-0.5675, 2.0197, 3.3211], [0.9779, 1.1944, 3.4391], [-0.1310, -1.5981, 4.3428], [-0.4193, -2.2175, 2.7009], [1.0755, -1.3188, 3.0579], [-2.6541, 0.7791, 2.8212], [-2.6315, -0.9793, 2.5658], [-2.4079, -0.2972, 4.1977], [-0.5085, -3.6079, -0.4338], [-1.7541, -4.3714, -1.4373], [-0.9485, -2.8903, -1.9900], [-3.7065, -2.6861, 1.3016], [-3.3938, -4.2758, 0.5620], [-2.1304, -3.4737, 1.5219], [-4.3057, -1.6495, -0.9095], [-3.1793, -1.7544, -2.2746], [-4.0560, -3.2019, -1.7362], [-1.6311, 1.8451, -3.2240], [-2.3259, 3.4234, -2.7603], [-0.6257, 3.0153, -2.3571], [-3.7152, 0.8706, -0.2888], [-4.1895, 2.1101, -1.4551], [-3.4547, 0.6051, -2.0265], [-2.2600, 2.5291, 0.9487], [-1.0148, 3.4327, 0.0762], [-2.7503, 3.7944, -0.1881]], "forces_ev_per_angstrom": [[-0.254, -0.075, 1.028], [0.620, -0.646, -0.273], [-0.177, -0.308, -0.632], [-0.208, -0.445, -0.377], [1.523, 0.541, 0.152], [-0.525, -0.223, 1.112], [-0.091, 0.212, 0.011], [-0.401, -0.122, -0.071], [0.413, 0.019, -0.554], [0.141, 0.554, -0.347], [1.233, -0.450, -0.873], [-0.797, 1.951, 1.035], [0.491, 0.429, 0.458], [1.072, 0.896, 0.178], [-1.594, 0.555, -0.683], [0.018, 0.295, 0.240], [-0.757, -0.194, -0.516], [0.766, -1.159, -0.691], [0.185, -0.391, 0.175], [0.528, -0.057, 0.137], [0.207, -0.076, 0.172], [-0.058, -0.164, 0.040], [0.205, 0.353, -0.104], [0.270, 0.295, -0.788], [0.202, -0.188, -0.137], [-0.389, 0.007, -0.079], [-0.679, -0.614, 1.318], [-0.142, -0.329, -0.173], [-1.813, 0.105, 0.542], [-0.938, -1.771, -0.471], [0.367, 0.528, 0.149], [0.334, -0.235, -0.166], [-0.085, -0.020, 0.374], [-0.250, 0.291, -0.145], [-1.470, 0.968, 0.302], [0.663, -0.434, -0.024], [0.328, -0.154, -0.305], [-0.269, -0.400, -0.109], [0.320, 0.078, 0.396], [-0.001, -0.112, -0.143], [0.068, -0.107, 0.118], [-0.194, -0.038, 0.134], [-0.015, 0.186, -0.336], [0.097, 0.155, 0.035], [-0.159, -0.077, 0.017], [0.017, -0.060, -0.065], [0.152, 0.184, 0.058], [0.298, 0.002, -0.354], [-0.152, 0.094, -0.086], [-0.069, 0.424, 0.200], [-0.090, -0.034, 0.213], [0.072, -0.123, -0.020], [0.126, 0.255, -0.101], [-0.138, 0.034, -0.125], [0.056, -0.043, -0.071], [-0.012, -0.077, 0.169], [0.291, 0.157, 0.216], [-0.004, 0.225, -0.020], [-0.026, -0.035, 0.150], [-0.214, 0.015, -0.093], [0.185, -0.006, -0.121], [0.515, -0.096, 0.073], [0.003, 0.002, 0.102], [0.084, -0.051, -0.104], [-0.187, -0.042, 0.013], [0.309, -0.452, -0.160]], "nbo_charge": [-0.30, -0.32, -0.53, 0.22, -0.33, -0.32, 0.21, 0.21, 0.23, 0.23, 1.36, -0.46, -0.47, -0.33, -0.31, 0.21, -0.35, -0.33, 0.22, 0.24, 0.20, 0.20, -0.62, 0.29, -0.63, -0.63, -0.96, 2.21, -0.78, -0.97, 0.28, -0.65, -0.62, -0.62, -0.97, 0.29, -0.62, -0.63, -0.64, 0.19, 0.22, 0.23, 0.20, 0.21, 0.23, 0.21, 0.22, 0.20, 0.23, 0.20, 0.23, 0.21, 0.20, 0.21, 0.21, 0.22, 0.20, 0.21, 0.20, 0.23, 0.22, 0.21, 0.21, 0.21, 0.24, 0.20]}

# 2
{"formula": "C5H8N2", "method": "ωB97M-V/def2-TZVPD", "de_lowest_kcal_mol": 96.3, "multiplicity": 1, "gap_ev": 8.51, "elements": ["C", "C", "C", "N", "C", "C", "N", "H", "H", "H", "H", "H", "H", "H", "H"], "coordinates": [[2.1158, 0.0856, -1.1165], [1.2095, 0.1789, 0.0476], [-0.1114, 0.7157, -0.3340], [-1.0375, 0.8480, 0.7863], [-1.2145, -0.3975, 1.5076], [-1.6916, -1.5105, 0.6458], [-2.0430, -2.3271, -0.0956], [1.6629, 0.0719, -2.1210], [2.7228, 1.0038, -1.0311], [2.8340, -0.7340, -1.0084], [-0.2461, -0.6843, 1.9290], [-0.5039, 0.0585, -1.1418], [0.0232, 1.7051, -0.8044], [-1.9356, 1.1826, 0.4515], [-1.9228, -0.2552, 2.3284]], "forces_ev_per_angstrom": [[-0.058, -0.088, 0.053], [-0.091, 0.112, -0.470], [0.230, -0.064, 0.058], [-0.171, 0.033, -0.122], [-0.002, -0.054, 0.165], [-0.298, -0.695, -0.628], [0.327, 0.780, 0.730], [0.016, 0.062, 0.147], [-0.029, -0.048, 0.063], [-0.096, 0.151, -0.006], [-0.171, -0.022, -0.039], [0.088, 0.013, 0.092], [0.053, -0.142, 0.022], [0.101, -0.001, 0.054], [0.101, -0.037, -0.120]], "nbo_charge": [-0.79, 0.19, -0.44, -0.59, -0.34, 0.25, -0.34, 0.20, 0.27, 0.25, 0.27, 0.22, 0.25, 0.36, 0.24]}

# 3
{"formula": "C4H14N2", "method": "ωB97M-V/def2-TZVPD", "de_lowest_kcal_mol": 14.6, "multiplicity": 2, "charge": 1, "gap_ev": [8.51, 2.95], "elements": ["C", "C", "N", "H", "H", "H", "H", "H", "H", "H", "C", "C", "N", "H", "H", "H", "H", "H", "H", "H"], "coordinates": [[1.1453, -1.2743, -0.8207], [2.4369, -0.4162, -1.1729], [2.1308, 0.9596, -1.4338], [0.8726, -0.9993, 0.2014], [1.5534, -2.2862, -0.8231], [0.3733, -1.0564, -1.5482], [2.8906, -0.8811, -2.0666], [3.2077, -0.4747, -0.3976], [1.9663, 1.5641, -0.6262], [1.6280, 1.1992, -2.2883], [-1.9771, 0.8245, 0.0150], [-2.1083, -0.2566, 1.0588], [-1.5618, 0.0588, 2.3571], [-2.5895, 1.6944, 0.3029], [-2.2888, 0.5616, -0.9981], [-0.9137, 1.1250, -0.0019], [-1.5534, -1.0769, 0.5957], [-3.1384, -0.5562, 1.2402], [-0.8196, 0.7211, 2.4929], [-2.1860, -0.0189, 3.1376]], "forces_ev_per_angstrom": [[0.936, 0.770, 0.724], [1.130, 0.222, -0.859], [-0.764, -1.238, 0.613], [-0.353, -0.121, -0.251], [-0.462, -0.042, -0.210], [-0.170, -0.382, 0.019], [-0.400, 0.418, 0.067], [-0.487, 0.064, 0.221], [0.253, 0.158, -0.295], [0.247, 0.148, 0.013], [-0.261, 1.443, 0.358], [0.391, -0.300, -0.004], [0.051, -0.242, 0.025], [0.408, -0.056, -0.131], [0.063, -0.387, 0.169], [-0.304, 0.132, -0.148], [-0.160, -0.723, 0.298], [-0.015, -0.140, -0.388], [-0.101, 0.140, -0.257], [-0.002, 0.138, 0.033]], "mulliken_spin": [0.15, 0.03, 0.78, 0.00, 0.00, 0.00, 0.01, 0.00, -0.02, -0.02, 0.00, 0.00, 0.06, 0.00, 0.00, 0.00, 0.01, 0.00, 0.00, 0.00]}

# 4
{"formula": "C2H7NS", "method": "ωB97M-V/def2-TZVPD", "de_lowest_kcal_mol": 21.1, "multiplicity": 1, "smiles": "C=NC.S", "gap_ev": 10.60, "elements": ["C", "N", "C", "H", "H", "H", "H", "H", "S", "H", "H"], "coordinates": [[-1.1182, -0.4834, 1.5254], [-0.6398, -0.3886, 0.3757], [-0.9318, 0.8274, -0.3606], [-1.6281, 0.3372, 2.0526], [-1.0504, -1.3935, 2.1235], [-1.3443, 1.6089, 0.2834], [-1.7023, 0.5743, -1.0954], [-0.0511, 1.1505, -0.9172], [3.1531, -0.7840, -0.8459], [3.4754, -0.5244, -2.1162], [1.8375, -0.9242, -1.0254]], "forces_ev_per_angstrom": [[-0.262, 0.046, 1.128], [0.013, -0.217, -0.573], [-0.162, -0.252, -0.113], [-0.094, 0.080, -0.296], [0.315, -0.061, -0.304], [0.191, 0.221, -0.029], [0.118, 0.041, -0.039], [-0.047, 0.146, 0.186], [0.294, -0.002, 0.395], [-0.262, -0.021, -0.113], [-0.105, 0.020, -0.241]], "nbo_charge": [-0.05, -0.39, -0.44, 0.13, 0.17, 0.17, 0.21, 0.21, -0.30, 0.14, 0.16]}

# 5
{"formula": "C12H20Cl3GeN9O2Sc", "method": "ωB97M-V/def2-TZVPD", "de_lowest_kcal_mol": 116.0, "multiplicity": 1, "charge": 1, "gap_ev": 6.78, "elements": ["Sc", "N", "C", "N", "N", "N", "N", "C", "N", "N", "N", "N", "H", "Cl", "C", "Cl", "Cl", "C", "O", "O", "C", "C", "C", "C", "Ge", "C", "C", "C", "C", "H", "H", "H", "H", "H", "H", "H", "H", "H", "H", "H", "H", "H", "H", "H", "H", "H", "H", "H"], "coordinates": [[-1.2097, 0.5823, 2.3059], [1.2493, -1.9431, 3.5163], [-0.0776, -2.2060, 3.2220], [-0.6757, -3.2895, 2.7696], [-1.9157, -2.8993, 2.4529], [-2.0659, -1.6379, 2.7131], [-0.9258, -1.1858, 3.2586], [1.6800, -0.6581, 3.4756], [2.8749, -0.2419, 3.9504], [2.9339, 1.0423, 3.7759], [1.8147, 1.3741, 3.2211], [0.9715, 0.3671, 2.9639], [1.9008, -2.6734, 3.7626], [-0.9830, 5.3679, 3.5057], [0.2731, 4.6210, 2.5295], [1.7982, 5.4565, 2.7275], [-0.2016, 4.5636, 0.8172], [0.3525, 3.1384, 2.9142], [1.5979, 2.6731, 2.8681], [-0.6396, 2.4758, 3.1605], [-1.3569, -4.2826, -1.3007], [-0.1635, -3.4237, -0.9067], [-0.5379, -1.9539, -0.7422], [0.6328, -1.0831, -0.2924], [0.0528, 0.8013, -0.0365], [-0.8658, 1.4494, -1.6575], [-0.0155, 1.2692, -2.9163], [-0.7126, 1.7735, -4.1760], [0.1368, 1.5784, -5.4242], [-1.0697, -5.3259, -1.4283], [-1.7951, -3.9401, -2.2401], [-2.1320, -4.2433, -0.5331], [0.6272, -3.5048, -1.6585], [0.2630, -3.7911, 0.0308], [-1.3715, -1.8772, -0.0310], [-0.9342, -1.5777, -1.6915], [1.4239, -1.1003, -1.0474], [1.0890, -1.4848, 0.6182], [1.2834, 1.7080, 0.2321], [-1.1188, 2.5046, -1.5224], [-1.8122, 0.9136, -1.7671], [0.2327, 0.2100, -3.0453], [0.9410, 1.7900, -2.7986], [-0.9567, 2.8329, -4.0515], [-1.6678, 1.2518, -4.2887], [1.0849, 2.1128, -5.3403], [-0.3738, 1.9439, -6.3145], [0.3646, 0.5225, -5.5810]], "forces_ev_per_angstrom": [[0.063, 0.036, 0.418], [-0.006, -0.134, 0.013], [-0.091, 0.245, -0.034], [0.286, -0.168, 0.050], [-0.156, 0.128, -0.062], [-0.170, -0.320, -0.090], [-0.072, 0.122, -0.143], [-0.173, 0.287, -0.211], [0.082, -0.210, 0.075], [0.020, 0.182, -0.052], [-0.190, -0.150, -0.062], [0.273, -0.042, 0.336], [-0.013, -0.001, 0.010], [0.062, -0.059, -0.031], [0.021, 0.238, -0.056], [-0.063, -0.062, 0.000], [0.021, 0.012, 0.060], [-0.188, -0.113, -0.015], [0.136, 0.100, 0.057], [0.168, 0.027, -0.110], [0.008, -0.021, 0.008], [-0.019, 0.026, -0.004], [-0.016, -0.034, 0.018], [0.103, 0.222, -0.199], [-0.254, -0.278, -0.128], [0.108, -0.026, 0.008], [0.012, -0.018, 0.039], [-0.002, -0.007, 0.010], [-0.001, 0.003, -0.016], [-0.002, 0.001, -0.005], [0.001, 0.001, -0.002], [-0.007, 0.004, 0.004], [-0.008, 0.003, -0.007], [-0.006, -0.006, 0.032], [0.004, -0.036, 0.025], [0.017, 0.013, -0.004], [-0.003, 0.009, 0.002], [-0.045, 0.021, 0.043], [0.105, 0.002, -0.019], [-0.011, -0.002, 0.020], [-0.001, -0.008, 0.038], [-0.002, 0.001, -0.007], [-0.007, 0.012, 0.000], [0.011, 0.003, 0.001], [0.005, -0.008, -0.002], [0.001, 0.004, -0.001], [0.001, 0.000, -0.002], [-0.002, -0.003, -0.001]], "nbo_charge": [1.72, -0.57, 0.46, -0.28, 0.01, -0.18, -0.55, 0.51, -0.23, 0.07, 0.25, -0.42, 0.46, 0.12, -0.24, 0.13, 0.11, 0.83, -0.24, -0.66, -0.61, -0.39, -0.41, -0.78, 0.51, -0.78, -0.41, -0.39, -0.60, 0.22, 0.20, 0.21, 0.20, 0.20, 0.18, 0.20, 0.24, 0.20, -0.15, 0.22, 0.23, 0.20, 0.20, 0.20, 0.20, 0.20, 0.22, 0.20]}

# 6
{"formula": "C4H7N3O", "method": "ωB97M-V/def2-TZVPD", "de_lowest_kcal_mol": 110.6, "multiplicity": 1, "gap_ev": 7.82, "elements": ["C", "C", "N", "N", "C", "C", "N", "O", "H", "H", "H", "H", "H", "H", "H"], "coordinates": [[0.6175, -0.9966, 0.3646], [-0.4834, 0.4560, 0.1874], [0.3669, -1.8687, -0.6995], [-0.7585, 0.9999, 1.4298], [1.3179, 1.0001, -0.2595], [-1.2860, 0.5978, -0.8934], [2.0770, 0.0698, -0.2111], [0.7258, -1.3245, 1.5214], [0.4995, -1.4460, -1.6066], [0.9730, -2.6778, -0.6055], [-0.3769, 0.4548, 2.1953], [-1.7049, 1.3148, 1.5938], [1.2616, 2.0784, -0.3022], [-2.2276, 1.1373, -0.8564], [-1.0020, 0.2047, -1.8582]], "forces_ev_per_angstrom": [[-3.014, 0.569, 0.761], [-0.571, -1.906, 0.231], [0.444, 0.261, -0.007], [0.158, 0.024, 0.030], [2.666, -1.049, -0.182], [0.409, 0.085, 0.155], [-0.423, 1.771, -0.377], [0.563, 0.323, -0.528], [-0.011, 0.027, 0.007], [0.012, 0.034, -0.013], [-0.025, -0.041, -0.098], [0.125, -0.041, -0.053], [-0.428, -0.073, 0.027], [0.114, 0.173, 0.011], [-0.019, -0.157, 0.034]], "nbo_charge": [0.76, -0.02, -0.83, -0.83, 0.17, -0.39, -0.42, -0.62, 0.38, 0.39, 0.41, 0.38, 0.24, 0.20, 0.20]}